w:
Below is one molecule with the formula C20H27N3O2, with properties calculated with ωB97M-V with the def2-TZVPD basis set.

- highest occupied orbital energy (hartree) = -0.3311
- Kohn-Sham gap (eV) = 9.70
- E_LUMO (eV) = 0.692
- charge = 0

Geometry as XYZ:
```
52
C20H27N3O2 (ωB97M-V with the def2-TZVPD basis set)
O -0.5999 2.2610 4.3470
C 0.0948 2.0760 3.3676
C 0.2868 3.1497 2.2957
C -0.8370 3.0643 1.2596
C -0.7434 1.8362 0.4359
N 0.2525 1.0179 0.3360
N -0.1150 0.0387 -0.5221
C -1.3143 0.3069 -0.9127
C -2.1474 -0.4673 -1.8574
C -2.6006 0.3930 -3.0435
C -1.4514 0.9930 -3.8554
C -0.7034 -0.0158 -4.7375
C 0.1962 -0.9414 -3.9660
C -0.0460 -2.3088 -3.9270
C 0.7762 -3.1522 -3.2003
C 1.8538 -2.6374 -2.5015
C 2.1131 -1.2787 -2.5458
C 1.2937 -0.4400 -3.2772
O -1.7796 1.4449 -0.3383
N 0.7663 0.9375 3.1223
C 0.6203 -0.2548 3.9280
C 1.9937 -0.8803 4.2337
C 2.1118 -2.0554 3.2665
C 0.6905 -2.6075 3.2373
C -0.1743 -1.3482 3.1779
H 1.2527 3.0348 1.8057
H 0.2365 4.1226 2.7849
H -1.8090 3.0746 1.7602
H -0.8001 3.9322 0.5933
H -1.5573 -1.3198 -2.1885
H -3.0315 -0.8302 -1.3257
H -3.2260 -0.2190 -3.6963
H -3.2186 1.2090 -2.6599
H -0.7426 1.4777 -3.1813
H -1.8695 1.7662 -4.5052
H -1.4294 -0.5958 -5.3112
H -0.0927 0.5485 -5.4482
H -0.8884 -2.7174 -4.4694
H 0.5722 -4.2132 -3.1788
H 2.4917 -3.2939 -1.9287
H 2.9555 -0.8706 -2.0082
H 1.5094 0.6182 -3.3150
H 1.1811 0.8153 2.2066
H 0.1103 0.0643 4.8402
H 2.7931 -0.1505 4.1161
H 2.0110 -1.2442 5.2612
H 2.8448 -2.7923 3.5915
H 2.3891 -1.7015 2.2726
H 0.4902 -3.1604 4.1565
H 0.5120 -3.2677 2.3901
H -0.3015 -1.0436 2.1379
H -1.1618 -1.5011 3.6098
```

***

x:
Below is a 2-piece molecular cluster, C20H27N3O2 overall, with properties calculated with ωB97M-V with the def2-TZVPD basis set.

- highest occupied orbital energy (hartree) = -0.2227
- Kohn-Sham gap (eV) = 6.59
- E_LUMO (eV) = 0.532
- charge = 0

Geometry as XYZ:
```
52
C20H27N3O2 (ωB97M-V with the def2-TZVPD basis set)
C 1.5130 3.4568 -1.9651
C 1.2644 1.9786 -2.2034
C 0.9365 1.6948 -3.6518
N 0.1579 1.4803 -1.4048
N -1.0748 1.4843 -1.8938
N -1.8427 1.0641 -0.8708
C -3.3061 0.9850 -1.0670
C -3.5713 0.0354 -2.2113
C -3.8467 2.3689 -1.3547
C -1.1100 0.7837 0.2294
C -1.7122 0.2678 1.4501
C -2.1553 1.1542 2.4589
C -2.7539 0.6503 3.6091
C -2.9142 -0.7337 3.7711
C -2.4695 -1.6182 2.7779
C -1.8669 -1.1270 1.6245
C 0.2256 1.0623 -0.0922
C 1.4006 0.9180 0.6272
H 2.3616 3.7737 -2.5818
H 0.6320 4.0439 -2.2539
H 1.7527 3.6522 -0.9150
H 2.1232 1.4066 -1.8534
H 1.7673 2.0368 -4.2779
H 0.8044 0.6211 -3.8129
H 0.0163 2.2153 -3.9359
H -3.7121 0.5979 -0.1297
H -4.6502 -0.0730 -2.3542
H -3.1198 0.4272 -3.1284
H -3.1507 -0.9517 -2.0001
H -4.9328 2.3135 -1.4794
H -3.6326 3.0539 -0.5293
H -3.4000 2.7628 -2.2737
H -2.0081 2.2264 2.3090
H -3.0987 1.3377 4.3840
H -3.3801 -1.1257 4.6793
H -2.5946 -2.6952 2.9045
H -1.5018 -1.7920 0.8377
H 1.3071 0.5709 1.6481
H 2.3347 1.2049 0.1677
C 2.8988 -2.9321 1.9773
C 3.8600 -4.1081 2.1294
O 5.1650 -3.8726 1.5504
C 5.2469 -3.3216 0.3032
O 6.2941 -3.3723 -0.3269
C 4.0335 -2.6458 -0.1953
C 2.9537 -2.4188 0.5771
H 1.8882 -3.2851 2.2115
H 3.1506 -2.1446 2.7077
H 4.0572 -4.3451 3.1799
H 3.4117 -4.9880 1.6429
H 4.1276 -2.2654 -1.2089
H 2.1205 -1.8133 0.2138
```

***

Preferred: w; penalty for the next structure: 0.1233 hartree.

***

w:
Below is one molecule with the formula C5H13N2O, with properties calculated with ωB97M-V with the def2-TZVPD basis set.

- multiplicity = 2
- highest occupied orbital energy (alpha / beta) (hartree) = -0.1108 / -0.3036
- Kohn-Sham gap (alpha / beta) (eV) = 4.02 / 8.95
- E_LUMO (alpha / beta) (eV) = 1.000 / 0.689
- charge = 0

Geometry as XYZ:
```
21
C5H13N2O (ωB97M-V with the def2-TZVPD basis set)
C -0.9393 -1.7839 -1.2324
O -1.3222 -2.8369 -0.3249
C -0.0671 -0.7108 -0.5438
C -0.9206 0.4727 -0.0286
C -0.1567 1.4978 0.6836
C 1.0155 1.9784 0.0849
N 1.8090 3.0374 0.5781
N 0.5387 -1.2838 0.6875
H -0.3743 -2.3222 -1.9901
H -1.8309 -1.3305 -1.6455
H -1.9053 -2.4920 0.3497
H 0.7721 -0.4440 -1.1752
H -1.7718 0.0541 0.5327
H -1.5183 0.7627 -0.9380
H -0.3703 1.6943 1.7276
H 1.1810 1.7813 -0.9734
H 1.5993 3.4406 1.4686
H 2.3108 3.5567 -0.1049
H 1.5136 -1.3307 0.7543
H 0.1865 -2.2308 0.8616
H 0.2391 -0.6319 1.4742
```

***

x:
Below is a 2-piece molecular cluster, C5H13N2O overall, with properties calculated with ωB97M-V with the def2-TZVPD basis set.

- multiplicity = 2
- highest occupied orbital energy (alpha / beta) (hartree) = -0.2911 / -0.2799
- Kohn-Sham gap (alpha / beta) (eV) = 8.80 / 4.85
- E_LUMO (alpha / beta) (eV) = 0.875 / -2.769
- charge = 0

Geometry as XYZ:
```
21
C5H13N2O (ωB97M-V with the def2-TZVPD basis set)
C -2.1557 -1.1744 2.4227
N -1.2711 -2.2714 1.9421
C -0.5259 -1.8343 0.7470
O 0.1660 -0.6267 0.8423
H -1.5752 -0.2094 2.5155
H -2.6566 -1.4926 3.3678
H -2.9697 -1.1044 1.6680
H -0.5420 -2.4993 2.6090
H -1.2809 -1.8764 -0.1143
H 0.0951 -2.7188 0.4960
C -0.1021 1.7720 -1.3034
C 1.3881 1.4591 -1.5462
C 1.9963 1.7652 -2.7223
N 1.9858 0.8776 -0.4577
H -0.1709 2.5250 -0.5233
H -0.5472 0.8362 -0.9794
H -0.5968 2.0025 -2.2444
H 3.0016 1.3716 -2.9303
H 1.4052 2.2681 -3.4614
H 1.3670 0.2632 0.1524
H 2.9891 0.6670 -0.4800
```

***

y:
Below is a 2-piece molecular cluster, C5H13N2O overall, with properties calculated with ωB97M-V with the def2-TZVPD basis set.

- multiplicity = 2
- highest occupied orbital energy (alpha / beta) (hartree) = -0.1316 / -0.3397
- Kohn-Sham gap (alpha / beta) (eV) = 4.38 / 9.99
- E_LUMO (alpha / beta) (eV) = 0.796 / 0.748
- charge = 0

Geometry as XYZ:
```
21
C5H13N2O (ωB97M-V with the def2-TZVPD basis set)
C 1.6602 0.9917 2.3096
O 2.0968 0.0176 3.2486
C 0.5551 0.3566 1.5107
C -0.4985 1.0130 1.0541
H 2.4911 1.2843 1.6591
H 1.2634 1.8708 2.8114
H 2.8274 0.3930 3.7476
H 0.7754 -0.6779 1.2617
H -1.2908 0.4950 0.5380
H -0.5806 2.0815 1.2126
C -0.3800 -0.4157 -1.9989
C -1.5850 -0.9721 -1.9596
N -1.9656 -1.9725 -1.0785
N -0.1432 0.7234 -2.9186
H 0.4408 -0.5774 -1.3220
H -2.3091 -0.6083 -2.6768
H -2.9639 -2.1120 -1.0453
H -1.6098 -1.8734 -0.1375
H 0.7196 0.5736 -3.4865
H -0.0740 1.6381 -2.3820
H -0.9258 0.8223 -3.6040
```

***

Preferred: x; penalty for the next structure: 0.0382 hartree.

***

w:
Below is one molecule with the formula C5H13N2O, with properties calculated with ωB97M-V with the def2-TZVPD basis set.

- multiplicity = 2
- highest occupied orbital energy (alpha / beta) (hartree) = -0.3238 / -0.3309
- Kohn-Sham gap (alpha / beta) (eV) = 9.70 / 7.34
- E_LUMO (alpha / beta) (eV) = 0.885 / -1.667
- charge = 0

Geometry as XYZ:
```
21
C5H13N2O (ωB97M-V with the def2-TZVPD basis set)
O 1.1800 -0.7965 1.4402
C 0.9646 -0.8416 0.1300
N 1.7662 0.0691 -0.6962
C 2.5329 1.0874 0.0201
C -0.5488 -0.7289 -0.1983
N -1.3051 -1.7615 0.4841
C -2.5113 0.8792 -0.2072
C -1.0576 0.6957 0.0835
H 2.3866 -0.4508 -1.2954
H 3.0916 0.6493 0.8616
H 3.1875 1.5613 -0.6919
H 1.8406 1.7304 0.5522
H -0.6246 -0.7996 -1.2863
H -0.8132 -1.9947 1.3380
H 1.2691 -1.8617 -0.1937
H -1.4536 -2.5963 -0.0616
H -2.8235 1.8084 0.2727
H -2.7121 0.9344 -1.2419
H -3.1020 0.0864 0.2581
H -0.7682 1.0380 1.0751
H -0.4992 1.2919 -0.6431
```

***

x:
Below is one molecule with the formula C5H13N2O, with properties calculated with ωB97M-V with the def2-TZVPD basis set.

- multiplicity = 2
- highest occupied orbital energy (alpha / beta) (hartree) = -0.3225 / -0.3266
- Kohn-Sham gap (alpha / beta) (eV) = 9.83 / 7.39
- E_LUMO (alpha / beta) (eV) = 1.053 / -1.499
- charge = 0

Geometry as XYZ:
```
21
C5H13N2O (ωB97M-V with the def2-TZVPD basis set)
N 0.5133 2.4951 -0.8117
C 1.1839 1.2575 -0.2449
C 0.8198 1.0624 1.2332
C 0.6026 0.1566 -1.1423
N 0.5854 -1.2702 -0.8293
C -0.6880 -1.9298 -0.4874
C -1.2737 -1.6265 0.9535
O -1.8631 -0.4326 1.0712
H -0.4810 2.4000 -0.6136
H 0.7010 3.3065 -0.2100
H 2.2932 1.2863 -0.3716
H -0.1567 1.4805 1.4765
H 0.8299 0.0200 1.6024
H 1.6269 1.6134 1.7478
H 1.0672 0.2372 -2.1425
H -0.4463 0.4664 -1.3372
H 1.3383 -1.5815 -0.2345
H -0.5827 -3.0254 -0.5787
H -1.4022 -1.4442 -1.1488
H -0.4031 -1.6688 1.6487
H -2.0770 -2.3622 1.1218
```

***

y:
Below is C5H13N2O as an isolated structure, with properties calculated with ωB97M-V with the def2-TZVPD basis set.

- multiplicity = 2
- highest occupied orbital energy (alpha / beta) (hartree) = -0.3395 / -0.3394
- Kohn-Sham gap (alpha / beta) (eV) = 10.20 / 7.66
- E_LUMO (alpha / beta) (eV) = 0.964 / -1.574
- charge = 0

Geometry as XYZ:
```
21
C5H13N2O (ωB97M-V with the def2-TZVPD basis set)
N 4.7893 -0.9273 1.6415
C -3.3183 -0.3276 -0.0173
C -3.1739 1.0738 -0.5141
C -4.4704 -0.8758 0.3469
N 2.3230 -0.5397 -0.4229
C 1.9452 0.5289 -1.2804
C 1.0731 0.7672 -0.0741
O -0.1258 0.4822 -0.1102
H 4.7673 -0.7983 0.6467
H 5.4298 -0.2947 2.1005
H 5.0558 -1.8750 1.8298
H -2.3499 -0.8007 0.1008
H -4.1187 1.6245 -0.4715
H -2.6586 1.1293 -1.4704
H -2.5864 1.6878 0.1823
H -4.4799 -1.9214 0.6400
H -5.4577 -0.4450 0.2701
H 1.7549 -1.3723 -0.4969
H 2.7097 1.2795 -1.4655
H 1.4565 0.2667 -2.2169
H 1.4349 1.3378 0.7818
```

***

Preferred: w; penalty for the next structure: 0.0278 hartree.

***

w:
Below is FH2N2O as an isolated structure, with properties calculated with ωB97M-V with the def2-TZVPD basis set.

- highest occupied orbital energy (alpha / beta) (hartree) = -0.1171 / -0.0780
- Kohn-Sham gap (alpha / beta) (eV) = 8.43 / 7.32
- E_LUMO (alpha / beta) (eV) = 5.245 / 5.194
- charge = -1

Geometry as XYZ:
```
6
FH2N2O (ωB97M-V with the def2-TZVPD basis set)
N 0.5997 -1.0623 -0.2518
N -0.2140 1.0223 -0.1034
O 0.6588 1.7895 0.0374
F -1.0135 0.8726 1.3026
H -0.1620 -1.6579 0.1757
H 0.1310 -0.9642 -1.1605
```

***

x:
Below is a 2-piece molecular cluster, FH2N2O overall, with properties calculated with ωB97M-V with the def2-TZVPD basis set.

- highest occupied orbital energy (hartree) = -0.1211
- Kohn-Sham gap (eV) = 8.61
- E_LUMO (eV) = 5.312
- charge = -1

Geometry as XYZ:
```
6
FH2N2O (ωB97M-V with the def2-TZVPD basis set)
N 0.2440 0.7716 -0.0250
N -0.8598 -0.2546 -0.0839
O -1.1833 -0.6582 0.9947
F 0.2339 -1.6275 -0.7283
H 0.9600 0.7255 0.7096
H 0.6051 1.0432 -0.8671
```

***

Preferred: x; penalty for the next structure: 0.0329 hartree.

***

w:
Below is one molecule with the formula C4H6N4S, with properties calculated with ωB97M-V with the def2-TZVPD basis set.

- highest occupied orbital energy (hartree) = -0.3044
- Kohn-Sham gap (eV) = 8.96
- E_LUMO (eV) = 0.674
- charge = 0

Geometry as XYZ:
```
15
C4H6N4S (ωB97M-V with the def2-TZVPD basis set)
H -2.4334 -0.6638 1.8239
N -1.6017 -0.1675 1.4451
C -1.1676 -0.7087 0.4040
N -1.7600 -1.6589 -0.2811
C 0.2910 -0.0792 -0.3342
N 0.9699 -0.5025 -1.3743
C 2.0010 0.3237 -1.4948
C 2.0413 1.2481 -0.4903
N 0.8476 1.0701 0.2105
S 0.3896 1.9107 1.6422
H -1.2861 -2.3547 -0.7462
H -2.7516 -1.8441 -0.0367
H 2.6802 0.1290 -2.2440
H 2.6720 2.0538 -0.0985
H -0.8922 1.2438 1.5746
```

***

x:
Below is one molecule with the formula C4H6N4S, with properties calculated with ωB97M-V with the def2-TZVPD basis set.

- highest occupied orbital energy (hartree) = -0.3451
- Kohn-Sham gap (eV) = 9.74
- E_LUMO (eV) = 0.351
- charge = 0

Geometry as XYZ:
```
15
C4H6N4S (ωB97M-V with the def2-TZVPD basis set)
C 1.1891 -1.3433 -0.9113
C 1.1317 -0.3974 -0.0026
C 0.0769 0.0087 0.9447
N -1.2146 -0.5127 0.5599
N -1.4726 -1.7605 0.4379
N -2.6291 -1.8851 -0.1427
N -3.1120 -0.7132 -0.4409
C -2.2390 0.1730 0.0232
S -2.3051 1.9070 -0.1033
H 2.0219 -1.5048 -1.6004
H 0.4146 -2.0328 -1.0224
H 1.9952 0.2507 0.1062
H 0.2643 -0.4368 1.9666
H -0.0497 1.0938 0.8728
H -3.6244 2.1794 -0.6406
```

***

Preferred: w; penalty for the next structure: 0.0313 hartree.

***

w:
Below is CHBr2IO2S as an isolated structure, with properties calculated with ωB97M-V with the def2-TZVPD basis set.

- highest occupied orbital energy (hartree) = -0.3482
- Kohn-Sham gap (eV) = 8.61
- E_LUMO (eV) = -0.861
- charge = 0

Geometry as XYZ:
```
8
CHBr2IO2S (ωB97M-V with the def2-TZVPD basis set)
C -0.0532 -0.7319 -0.2954
O -1.5652 0.0931 1.6610
O 0.9643 1.5523 -1.4315
S -0.7466 0.7591 0.6900
Br -1.6158 -1.3756 -1.2153
Br 1.2890 -0.0352 -1.5124
I 1.3477 1.2688 1.7989
H 0.3799 -1.5305 0.3048
```

***

x:
Below is CHBr2IO2S as an isolated structure, with properties calculated with ωB97M-V with the def2-TZVPD basis set.

- highest occupied orbital energy (hartree) = -0.3731
- Kohn-Sham gap (eV) = 7.92
- E_LUMO (eV) = -2.228
- charge = 0

Geometry as XYZ:
```
8
CHBr2IO2S (ωB97M-V with the def2-TZVPD basis set)
C -0.6598 0.5556 -0.1137
O 1.2746 0.6076 1.4099
O 1.6394 -0.4586 -0.8231
S 0.8607 -0.2187 0.3518
Br -0.2825 2.2571 -0.7597
Br -1.2777 -1.0419 -1.9834
I 0.1281 -2.3049 1.3599
H -1.6830 0.6037 0.5585
```

***

Preferred: x; penalty for the next structure: 0.0708 hartree.

***

w:
Below is one molecule with the formula C4H4ClNS, with properties calculated with ωB97M-V with the def2-TZVPD basis set.

- highest occupied orbital energy (hartree) = -0.2995
- Kohn-Sham gap (eV) = 8.93
- E_LUMO (eV) = 0.774
- charge = 0

Geometry as XYZ:
```
11
C4H4ClNS (ωB97M-V with the def2-TZVPD basis set)
S 2.0241 -1.3553 -0.8985
C 0.6464 -0.4348 -0.2761
C 0.4334 0.9254 -0.3043
N -0.7858 1.1515 0.2876
C -1.3551 -0.0215 0.6787
C -0.4868 -1.0228 0.3253
Cl -0.7212 -2.7117 0.5957
H 2.7186 -0.2737 -1.3374
H 1.0503 1.7520 -0.6622
H -1.2208 2.0700 0.3990
H -2.3031 -0.0791 1.1923
```

***

x:
Below is one molecule with the formula C4H4ClNS, with properties calculated with ωB97M-V with the def2-TZVPD basis set.

- highest occupied orbital energy (hartree) = -0.3181
- Kohn-Sham gap (eV) = 8.51
- E_LUMO (eV) = -0.146
- charge = 0

Geometry as XYZ:
```
11
C4H4ClNS (ωB97M-V with the def2-TZVPD basis set)
Cl 2.7520 -0.3324 -0.1207
C 1.0199 -0.2944 -0.0786
C 0.4691 0.9324 -0.2304
C -1.0278 1.0298 0.1341
S -1.9959 -0.4142 -0.2373
N -0.9560 -1.7497 -0.0206
C 0.3280 -1.6054 0.0597
H 1.1566 1.7249 -0.3597
H -1.1884 1.3512 1.2045
H -1.4540 1.8899 -0.3456
H 0.8965 -2.5322 -0.0053
```

***

Preferred: w; penalty for the next structure: 0.0460 hartree.

***

w:
Below is an isolated ion of composition C2H9NPS and charge +1, with properties calculated with ωB97M-V with the def2-TZVPD basis set.

- highest occupied orbital energy (hartree) = -0.5120
- Kohn-Sham gap (eV) = 10.21
- E_LUMO (eV) = -3.721
- charge = +1

Geometry as XYZ:
```
14
C2H9NPS (ωB97M-V with the def2-TZVPD basis set)
C -0.7845 0.7393 -1.0745
C -0.4801 -0.5380 -0.2826
N -0.6570 -0.2341 1.3253
P 1.3373 -1.1816 -0.4430
S 2.1046 0.7193 0.3553
H -0.2391 1.5960 -0.8246
H -1.8697 0.8480 -1.3080
H -0.3535 0.5238 -2.1598
H -1.2535 -1.2896 -0.3992
H 0.1695 -0.1414 1.8483
H -1.3654 0.5221 1.3415
H -0.9277 -0.9844 1.9279
H 1.5323 -0.7989 -1.7123
H 2.7866 0.2195 1.4056
```

***

x:
Below is C2H9NPS as an isolated structure, with properties calculated with ωB97M-V with the def2-TZVPD basis set.

- highest occupied orbital energy (hartree) = -0.4859
- Kohn-Sham gap (eV) = 9.75
- E_LUMO (eV) = -3.468
- charge = +1

Geometry as XYZ:
```
14
C2H9NPS (ωB97M-V with the def2-TZVPD basis set)
C 0.1651 -0.6182 1.5182
C 0.6778 -0.5480 0.1545
N -1.8996 0.5772 -1.0790
P 2.5777 -0.6616 -0.2223
S 0.1391 1.0717 0.8528
H -0.8087 -0.9885 1.7901
H 0.9398 -0.8885 2.3596
H 0.1347 -1.0183 -0.6351
H -1.5467 0.3084 -1.9678
H -2.5571 1.3274 -1.0827
H -2.4723 -0.1767 -0.7141
H 3.2390 0.3742 0.4332
H 2.4982 0.3368 -1.2339
H -1.0868 0.9042 -0.1735
```

***

Preferred: w; penalty for the next structure: 0.0354 hartree.